#P
Formula: C40H76F12HgN6O12S4
Source: OMol25
Level of theory: the ωB97M-V functional and the def2-TZVPD basis

Summary:
lowest unoccupied orbital energy = -1.00 eV
HOMO level = -8.09 eV

ORCA input file:
```
! wB97M-V def2-TZVPD RIJCOSX def2/J DEFGRID3
* xyz 0 1
Hg 9.225 2.875 -1.303
C 6.773 6.187 -0.637
F 7.186 6.858 0.416
F 6.124 5.100 -0.258
F 5.947 6.933 -1.351
S 8.261 5.763 -1.783
O 7.883 4.558 -2.499
O 8.553 6.954 -2.499
N 9.417 5.000 -0.698
S 10.362 6.247 -0.327
O 11.412 6.327 -1.331
O 9.792 7.505 0.034
C 11.165 5.701 1.308
F 10.225 5.270 2.141
F 12.091 4.765 1.093
F 11.796 6.741 1.850
C 7.358 2.629 2.387
F 7.717 3.862 2.077
F 7.632 2.379 3.644
F 6.069 2.486 2.165
S 8.434 1.490 1.263
O 9.645 2.283 1.050
O 8.764 0.274 1.973
N 7.730 1.431 -0.277
S 6.622 0.290 -0.284
O 6.806 -0.656 -1.351
O 6.285 -0.270 1.006
C 5.088 1.271 -0.786
F 5.073 1.289 -2.113
F 4.009 0.609 -0.409
F 5.061 2.485 -0.304
C 11.370 12.369 -4.541
C 10.660 11.016 -4.350
C 11.691 9.885 -4.118
C 12.248 9.822 -2.697
C 11.174 9.808 -1.637
C 10.258 11.044 -1.809
N 9.747 11.065 -3.188
O 8.658 11.940 -3.373
C 9.073 10.729 -0.864
C 10.941 12.328 -1.307
C 9.871 10.682 -5.615
H 10.556 13.091 -4.428
H 11.758 12.514 -5.552
H 12.192 12.562 -3.856
H 11.171 8.955 -4.348
H 12.546 10.038 -4.779
H 12.962 10.642 -2.542
H 12.944 8.981 -2.603
H 11.382 9.765 -0.568
H 10.544 8.940 -1.830
H 8.689 9.775 -1.234
H 9.383 10.703 0.178
H 8.168 11.343 -0.903
H 10.276 13.186 -1.442
H 11.089 12.203 -0.233
H 11.898 12.537 -1.781
H 10.532 10.319 -6.405
H 9.279 11.519 -5.982
H 9.185 9.854 -5.420
H 9.042 12.824 -3.225
C 10.317 0.260 -4.954
C 9.854 0.657 -3.566
C 9.939 -0.452 -2.506
C 11.382 -0.818 -2.189
C 12.166 0.363 -1.560
C 11.964 1.650 -2.412
N 10.566 1.787 -2.883
O 10.339 3.062 -3.507
C 12.374 2.799 -1.487
C 12.956 1.603 -3.598
C 8.361 1.005 -3.714
H 11.350 -0.038 -5.122
H 10.052 0.972 -5.741
H 9.693 -0.603 -5.201
H 9.346 -0.084 -1.673
H 9.392 -1.313 -2.896
H 11.942 -1.133 -3.072
H 11.370 -1.673 -1.512
H 13.178 -0.038 -1.530
H 11.819 0.493 -0.533
H 13.311 2.618 -0.971
H 12.306 3.778 -1.968
H 11.614 2.917 -0.700
H 13.005 0.611 -4.052
H 12.682 2.262 -4.425
H 13.967 1.832 -3.268
H 7.848 1.290 -2.802
H 7.879 0.120 -4.122
H 8.222 1.852 -4.389
H 10.632 2.847 -4.420
C 12.085 5.793 -7.593
C 11.327 5.417 -6.299
C 10.434 6.639 -5.966
C 9.154 6.744 -6.798
C 8.413 5.423 -6.762
C 9.252 4.263 -7.289
N 10.426 4.244 -6.450
O 11.181 3.051 -6.527
C 8.378 3.020 -7.065
C 9.434 4.400 -8.815
C 12.203 5.235 -5.077
H 12.924 6.465 -7.399
H 11.447 6.276 -8.329
H 12.564 4.954 -8.111
H 10.290 6.762 -4.887
H 11.061 7.525 -6.121
H 9.515 6.977 -7.800
H 8.474 7.503 -6.414
H 7.467 5.407 -7.320
H 7.987 5.171 -5.785
H 7.557 2.901 -7.774
H 8.935 2.106 -7.316
H 8.029 2.899 -6.041
H 9.768 5.357 -9.212
H 10.213 3.722 -9.196
H 8.551 4.082 -9.367
H 12.713 6.191 -4.940
H 13.023 4.522 -5.214
H 11.631 4.888 -4.223
H 11.615 3.038 -7.401
C 9.681 11.221 2.929
C 8.854 10.734 4.125
C 8.028 9.493 3.685
C 8.811 8.172 3.690
C 9.592 7.934 5.004
C 10.408 9.196 5.379
N 9.558 10.378 5.350
O 10.369 11.496 5.754
C 10.920 8.984 6.842
C 11.674 9.220 4.463
C 7.743 11.777 4.394
H 8.968 11.499 2.153
H 10.259 10.411 2.485
H 10.355 12.023 3.225
H 7.150 9.487 4.328
H 7.797 9.552 2.620
H 9.485 8.073 2.840
H 8.083 7.356 3.658
H 10.280 7.091 4.912
H 8.859 7.592 5.739
H 11.501 8.062 6.910
H 11.526 9.814 7.190
H 10.011 8.757 7.401
H 11.402 9.124 3.415
H 12.254 10.121 4.647
H 12.200 8.320 4.777
H 7.244 11.639 5.355
H 6.953 11.788 3.642
H 8.145 12.796 4.375
H 9.733 12.007 6.268
*
```



#Q
Formula: C40H76F12HgN6O12S4
Source: OMol25
Level of theory: the ωB97M-V functional and the def2-TZVPD basis

Summary:
lowest unoccupied orbital energy = -1.22 eV
HOMO level = -7.94 eV

ORCA input file:
```
! wB97M-V def2-TZVPD RIJCOSX def2/J DEFGRID3
* xyz 0 1
Hg -1.141 -1.665 -2.879
C 2.832 -0.933 -1.935
F 3.275 0.135 -2.561
F 2.745 -2.013 -2.753
F 3.714 -1.107 -0.946
S 1.113 -0.655 -1.123
O 0.415 -1.971 -1.042
O 1.266 0.103 0.081
N 0.128 0.024 -2.369
S 0.157 1.592 -2.054
O -1.025 1.959 -1.250
O 1.455 2.087 -1.477
C -0.015 2.471 -3.773
F 0.472 3.715 -3.719
F 0.653 1.771 -4.696
F -1.303 2.498 -4.094
C 1.317 -1.158 -6.251
F 0.992 -0.098 -6.942
F 1.960 -2.054 -6.978
F 1.903 -0.904 -5.062
S -0.296 -1.983 -5.805
O -1.168 -0.897 -5.375
O -0.873 -2.740 -6.845
N -0.062 -2.824 -4.307
S 0.361 -4.241 -4.782
O -0.846 -4.929 -5.094
O 1.468 -4.439 -5.773
C 0.939 -5.192 -3.268
F 2.193 -4.783 -3.015
F 0.178 -4.851 -2.220
F 0.865 -6.520 -3.388
C 0.359 6.382 -2.271
C -0.927 7.095 -2.601
C -0.363 8.585 -2.839
C -1.225 9.531 -3.537
C -1.413 8.883 -4.872
C -2.239 7.567 -4.856
N -1.484 6.637 -3.923
O -1.967 5.303 -3.759
C -3.650 7.740 -4.339
C -2.235 6.962 -6.219
C -1.917 6.938 -1.476
H 0.786 6.650 -1.305
H 1.015 6.425 -3.140
H 0.225 5.318 -2.075
H -0.312 8.935 -1.808
H 0.683 8.646 -3.138
H -0.705 10.477 -3.689
H -2.094 9.743 -2.914
H -0.423 8.623 -5.246
H -2.026 9.508 -5.522
H -3.988 7.947 -3.324
H -4.073 8.511 -4.984
H -4.321 6.942 -4.656
H -1.242 6.802 -6.638
H -2.823 6.045 -6.200
H -2.737 7.549 -6.989
H -2.878 7.416 -1.666
H -1.496 7.364 -0.565
H -1.949 5.862 -1.304
H -1.313 4.843 -4.291
C 0.212 1.934 2.413
C -0.482 1.301 3.709
C 0.063 -0.210 3.909
C 1.518 -0.220 4.380
C 1.652 0.450 5.726
C 1.206 1.891 5.615
N -0.083 2.053 4.973
O -0.534 3.365 4.929
C 1.006 2.281 7.120
C 2.368 2.753 4.927
C -2.045 1.224 3.557
H 0.261 3.021 2.356
H -0.395 1.599 1.572
H 1.188 1.469 2.272
H -0.539 -0.845 4.559
H -0.035 -0.767 2.977
H 2.147 0.183 3.587
H 2.036 -1.179 4.420
H 2.696 0.459 6.039
H 1.081 -0.111 6.466
H 0.960 3.370 7.156
H 0.039 1.915 7.465
H 1.810 1.885 7.740
H 2.251 3.795 5.224
H 3.345 2.501 5.340
H 2.447 2.620 3.848
H -2.625 2.145 3.611
H -2.196 0.862 4.573
H -2.485 0.513 2.858
H -1.190 3.436 5.625
C -5.321 -2.207 -1.545
C -3.943 -1.657 -1.030
C -4.154 -0.987 0.347
C -4.269 -2.041 1.494
C -3.196 -3.124 1.396
C -2.982 -3.798 0.021
N -2.902 -2.702 -0.995
O -2.675 -3.237 -2.255
C -1.671 -4.500 0.188
C -4.106 -4.830 -0.173
C -3.532 -0.494 -1.921
H -5.829 -2.807 -0.790
H -5.177 -2.872 -2.397
H -6.123 -1.513 -1.798
H -3.283 -0.343 0.469
H -5.144 -0.553 0.209
H -5.206 -2.590 1.394
H -4.295 -1.551 2.467
H -3.386 -3.861 2.176
H -2.435 -2.456 1.798
H -1.481 -4.848 1.203
H -1.437 -5.303 -0.512
H -0.868 -3.833 -0.128
H -4.383 -4.839 -1.227
H -3.973 -5.862 0.151
H -5.048 -4.494 0.261
H -4.422 0.119 -2.060
H -3.399 -0.986 -2.885
H -2.547 -0.090 -1.686
H -3.378 -3.887 -2.329
C 5.657 -5.880 3.140
C 4.408 -5.800 3.906
C 4.500 -4.627 4.984
C 4.489 -3.293 4.207
C 3.312 -3.096 3.178
C 3.173 -4.343 2.247
N 3.323 -5.651 2.923
O 3.026 -6.753 2.083
C 1.756 -4.242 1.787
C 4.138 -4.119 1.019
C 4.087 -7.107 4.710
H 6.471 -6.099 3.831
H 6.011 -5.019 2.572
H 5.685 -6.672 2.392
H 3.642 -4.801 5.634
H 5.351 -4.753 5.652
H 5.472 -3.214 3.742
H 4.544 -2.450 4.896
H 3.423 -2.215 2.546
H 2.392 -3.110 3.763
H 1.576 -4.677 0.804
H 1.057 -4.561 2.560
H 1.409 -3.212 1.693
H 3.640 -3.507 0.267
H 5.067 -3.621 1.297
H 4.293 -5.101 0.571
H 4.403 -8.074 4.317
H 3.051 -7.161 5.045
H 4.705 -7.121 5.607
H 3.884 -6.901 1.677
*
```



#P is the most stable structure; the next one sits 133.5 kcal/mol above it.



#P
Formula: C2H10NO3
Source: OMol25
Level of theory: the ωB97M-V functional and the def2-TZVPD basis

Summary:
lowest unoccupied orbital energy = 4.10 eV
HOMO level = -3.39 eV

ORCA input file:
```
! wB97M-V def2-TZVPD RIJCOSX def2/J DEFGRID3
* xyz -1 1
C 2.562 1.359 0.831
N 1.837 0.521 -0.118
C 0.394 0.281 0.556
O -0.350 -0.603 -0.208
H 2.630 0.773 1.764
H 3.597 1.335 0.611
H 2.090 2.309 1.148
H 1.780 -0.125 -0.986
H 0.372 -0.322 1.459
H 0.019 1.373 0.747
H -1.629 -2.584 -0.280
H -1.493 -1.793 1.116
O -1.935 -2.629 0.663
H -1.447 0.849 -2.416
H -1.697 0.680 -0.962
O -2.067 1.234 -1.667
*
```



#Q
Formula: C2H10NO3
Source: OMol25
Level of theory: the ωB97M-V functional and the def2-TZVPD basis

Summary:
lowest unoccupied orbital energy = 3.95 eV
HOMO level = -3.59 eV

ORCA input file:
```
! wB97M-V def2-TZVPD RIJCOSX def2/J DEFGRID3
* xyz -1 1
C -1.302 1.277 -0.873
N -0.204 0.666 -0.161
C -0.424 -0.799 0.163
O 0.688 -1.422 0.560
H -2.277 0.950 -0.447
H -1.213 2.353 -0.740
H -1.353 0.886 -1.888
H 0.246 1.056 0.645
H -1.228 -0.833 0.934
H -0.824 -1.178 -0.803
H 0.514 0.218 2.466
H 1.296 -0.949 2.272
O 1.080 -0.332 3.030
H 1.876 0.094 -1.807
H 1.226 -1.134 -1.350
O 1.900 -0.853 -2.001
*
```



#R
Formula: C2H10NO3
Source: OMol25
Level of theory: the ωB97M-V functional and the def2-TZVPD basis

Summary:
lowest unoccupied orbital energy = 4.22 eV
HOMO level = -3.69 eV

ORCA input file:
```
! wB97M-V def2-TZVPD RIJCOSX def2/J DEFGRID3
* xyz -1 1
C 1.422 -1.251 1.298
N 0.238 -0.454 1.268
C 0.265 0.690 0.423
O 0.549 0.352 -0.961
H 1.269 -2.211 1.752
H 2.087 -0.644 1.954
H 2.004 -1.182 0.294
H -0.618 -0.974 1.440
H 1.112 1.477 0.876
H -0.690 1.247 0.538
H -1.147 2.457 -1.188
H -0.569 1.279 -1.924
O -1.035 2.136 -2.103
H -0.977 -0.661 -0.852
H -1.964 -1.279 -1.882
O -1.946 -0.982 -0.933
*
```



#Q is the most stable structure; the next one sits 8.7 kcal/mol above it.